DFT (the ωB97M-V functional and the def2-TZVPD basis) results for a 8-piece molecular cluster, C76H175N5O3P2 overall.

Last column: Mulliken charge in e.
CARTESIAN COORDINATES (ANGSTROEM)
P: -3.66175 1.46363 -7.84369  0.95
P: 2.13077 -0.92625 5.55705  0.62
O: -3.53964 -0.02185 2.77405  -0.26
O: 0.49104 1.07268 3.40137  -0.48
O: 7.90387 5.82953 -2.27543  -0.26
N: -7.02577 -5.14511 -0.65815  0.24
N: 8.59198 4.23455 0.31983  0.17
N: -5.07836 2.74273 3.61528  0.16
N: 1.17929 4.71443 4.77977  0.74
N: 5.50476 -6.21841 -1.35055  0.23
C: 0.74471 4.09227 6.08421  -0.47
C: -8.03152 3.06765 -9.85355  -1.26
C: -2.82423 1.05518 -6.28417  -1.12
C: 3.97701 0.84021 6.87924  -0.19
C: -0.41862 -0.92438 6.77883  -0.97
C: 2.44676 4.10093 4.33454  -0.95
C: -4.44349 -0.06473 -8.36118  -0.90
C: -8.03143 -5.68418 0.39699  -0.96
C: -8.27286 -6.24606 -4.11132  -0.61
C: -4.68426 -5.04117 -1.26935  -0.68
C: 3.90147 -2.84792 6.81368  -1.30
C: -0.64688 5.53694 1.52304  0.29
C: 1.86422 -1.45483 3.86351  0.38
C: 0.98498 -3.37038 2.37353  -0.92
C: 6.90457 5.39820 -1.39518  -0.88
C: 1.94628 6.02567 6.62056  -0.76
C: -5.09618 2.84641 5.11603  -1.05
C: 4.37497 -3.51000 5.56217  0.11
C: 5.01962 -4.79513 -1.23230  -0.95
C: 5.39167 -8.43759 -0.35710  -0.48
C: -4.86268 5.26230 3.56281  -1.13
C: -0.11367 5.73752 0.14754  -1.63
C: -3.09093 1.05860 3.51239  1.19
C: 7.42103 4.12259 -0.66277  -0.75
C: 1.40846 6.14213 5.22371  -0.65
C: -7.19441 2.31843 -8.82830  -0.33
C: -1.71248 -0.08736 6.96772  0.56
C: -4.70845 -3.80820 -7.66136  -1.38
C: 7.31370 6.57544 -3.35564  -0.85
C: 0.02606 4.63826 3.79774  -0.30
C: -2.86661 -0.88297 7.53800  -1.45
C: -4.08017 -1.36538 -7.61904  -0.31
C: -5.74284 -5.95113 -0.67442  -0.48
C: 8.48365 3.16580 1.41659  -0.64
C: -1.47234 1.84318 -4.32176  -0.29
C: -6.41281 1.40553 1.79867  -1.24
C: 2.20271 -2.78679 -2.93809  -1.43
C: -2.42471 2.19122 -5.47680  -1.08
C: 11.15925 3.83629 0.34950  -1.15
C: 1.60730 4.61400 7.21043  -0.42
C: 4.54675 -7.21094 -0.64427  -0.64
C: -6.51526 -3.84200 -0.23477  -0.93
C: 3.27143 -3.09755 -1.91218  -0.42
C: -2.43889 1.84811 -9.08232  -0.99
C: -5.49969 4.06019 2.94113  -0.45
C: 0.89559 -2.65225 3.67172  0.84
C: -1.25684 0.93658 -9.01534  -0.35
C: -8.19063 -6.31784 -2.62040  -0.49
C: -4.84075 2.80420 -7.75404  -1.05
C: 5.01734 1.94176 6.75864  0.08
C: -6.17584 1.70439 3.25381  -0.22
C: -5.77079 2.87161 -9.00842  -1.03
C: -3.29160 -1.31639 3.43203  -0.28
C: 3.69088 -4.84952 5.43056  -1.32
C: 0.49806 -2.45135 1.21678  -0.47
C: 8.44920 1.68669 0.85708  -1.39
C: 0.73950 -0.07439 6.15766  0.41
C: -9.18260 -7.31017 -4.76342  -1.36
C: -5.10176 -3.66307 -0.81980  -0.42
C: 3.79162 -4.58013 -2.04642  -0.22
C: 6.26994 1.63383 5.93701  -1.52
C: 6.88231 -8.03466 -0.46204  -0.82
C: 9.89155 4.16144 -0.47880  -0.30
C: 3.60209 0.21998 5.51758  -1.01
C: 0.97607 0.21478 -10.00829  -1.32
C: 2.49764 -2.23869 6.74575  -1.24
C: 0.60701 1.36535 2.10403  -0.73
C: 8.43180 5.48649 1.16770  -0.99
C: -4.89797 -2.42810 -8.28466  -0.50
C: -7.65553 -5.06185 -2.02023  -0.83
C: -1.13104 3.14430 -3.56650  -1.34
C: 0.48786 5.34811 2.46548  -0.92
C: -3.73077 2.34327 3.02723  -0.75
C: 5.75058 -6.55110 -2.84403  -0.95
C: 6.78104 -6.51562 -0.63417  -0.48
C: -0.18460 1.16680 -10.08513  -0.48
H: -8.40472 -4.25274 -1.97691  0.39
H: 0.34918 4.80377 -0.25485  0.30
H: -7.02676 0.48359 1.71599  0.42
H: -2.22369 -1.42742 3.71467  -0.28
H: 0.58963 6.55022 -0.10744  0.35
H: -9.15810 -6.54811 -2.14356  0.46
H: -2.91736 1.76409 -10.09748  0.54
H: 6.68878 -5.97539 0.31255  0.43
H: -9.24744 -6.95402 -5.74984  0.42
H: -1.49995 0.80164 7.58630  0.43
H: -5.84340 3.93254 -9.15454  0.53
H: 1.05178 6.22872 2.68286  0.64
H: 6.16459 -7.54978 -2.93590  0.45
H: -10.19952 -7.37253 -4.32573  0.35
H: -3.29536 0.96177 4.61789  -0.49
H: -2.02949 1.15021 3.34362  -0.44
H: 1.10940 -3.43099 4.44649  0.19
H: 9.37188 1.41898 0.36860  0.32
H: -1.51484 -0.09405 -9.03186  0.22
H: -4.65930 -5.16234 -2.34770  0.33
H: -5.30409 6.09141 2.96303  0.41
H: -4.42470 3.78204 -7.58108  0.58
H: 2.06418 -3.50805 2.25527  0.29
H: -3.00900 -1.76197 6.86665  0.29
H: -7.12468 1.95268 3.70264  0.66
H: -5.92910 -2.14362 -8.14987  0.32
H: 0.93529 0.70689 6.84486  0.96
H: -5.52658 -6.25081 0.38776  0.43
H: -7.23311 -3.06315 -0.39360  0.46
H: 1.44181 0.16442 -9.02388  0.32
H: -8.32897 -6.66444 -0.02680  0.38
H: -7.42215 -5.80359 1.30747  0.47
H: 1.55459 6.76762 7.32750  0.34
H: -8.66569 -5.20869 -4.39026  0.35
H: -1.81115 2.86086 -6.09406  0.37
H: 7.49752 3.28681 -1.32130  0.47
H: 7.35701 -8.34438 0.44867  0.34
H: 5.17940 -9.17470 -1.13550  0.27
H: 2.17559 3.11827 3.94136  -0.04
H: 9.33963 3.28657 2.05835  0.47
H: 7.53492 3.36198 1.93527  0.60
H: -5.43018 2.55478 -6.86876  0.61
H: 4.10709 -2.45556 -2.12698  0.37
H: -2.21870 2.89053 -8.96023  0.69
H: -0.44276 -1.95345 1.63038  -0.13
H: -7.22060 1.25121 -8.90234  0.29
H: -0.59273 2.95137 -2.64628  0.39
H: -7.61190 3.07950 -10.88432  0.34
H: -3.74092 -4.24372 -7.80191  0.37
H: -5.46373 1.11653 1.27660  0.25
H: 6.08084 5.07643 -1.97108  0.54
H: 6.59797 6.19917 -0.73035  0.39
H: -4.61862 -3.23882 0.01213  0.28
H: -4.28208 -0.12153 -9.50327  0.55
H: 1.04294 4.64116 8.13242  0.53
H: -9.01499 2.60791 -9.80289  0.40
H: 4.22457 -2.85244 4.69543  0.19
H: -3.93449 -1.39297 4.28365  0.44
H: 8.05603 6.55377 -4.16299  0.29
H: 7.40850 -8.43037 -1.31032  0.38
H: -4.79845 -3.64550 -6.57493  0.24
H: 2.88782 4.73583 3.57969  0.31
H: -1.97838 0.24176 5.97923  -0.58
H: 3.13254 4.08139 5.16898  0.41
H: -1.27889 4.60377 1.51121  -0.15
H: 1.48690 0.96467 1.57181  0.15
H: 5.14420 -8.86463 0.61938  0.40
H: -1.91663 1.18501 -3.52609  0.30
H: -5.35547 3.92424 1.87169  0.44
H: 1.51083 -3.64163 -2.88499  0.31
H: 6.98208 7.57317 -3.08554  0.32
H: 0.41416 0.48444 5.24073  -1.02
H: 0.47719 -4.34183 2.39409  0.38
H: 4.55922 -2.07471 7.17038  0.25
H: -3.64889 -5.24496 -0.91581  0.42
H: 3.02116 -2.79822 -0.91522  0.25
H: 1.23563 -1.72553 0.92999  0.15
H: 6.42009 -5.81216 -3.28239  0.35
H: 5.83732 -4.11451 -1.64050  0.35
H: 3.30986 1.12641 4.96985  0.19
H: -5.08357 -2.89007 -1.60869  0.29
H: 3.71731 -7.40839 -1.34818  0.39
H: 0.62719 -0.76906 -10.34743  0.33
H: -5.80089 0.75364 3.72414  0.24
H: 5.40972 -3.82153 5.69141  0.40
H: 1.21894 4.70063 2.00539  0.40
H: 1.72263 -2.98641 6.48263  0.73
H: -7.27373 -6.31839 -4.56040  0.38
H: 8.29629 1.05971 1.69165  0.49
H: 4.00401 -4.60583 -3.11665  0.29
H: -8.86707 -5.03219 0.49782  0.34
H: 6.84454 2.53891 5.79762  0.49
H: 2.49235 3.98259 7.30768  0.04
H: 3.06428 1.25360 7.28245  0.10
H: 1.40993 -0.58061 3.44931  -0.43
H: -6.58113 4.02059 3.09103  0.46
H: -3.60196 0.54808 -5.67862  0.46
H: -2.95755 3.09082 3.34629  -0.16
H: 2.89421 -1.63481 3.49569  1.05
H: 9.91204 5.13999 -0.96257  0.39
H: 6.01000 1.19824 4.96224  0.26
H: -4.89779 1.80583 5.48768  0.51
H: -0.80834 1.16138 -8.01617  0.12
H: -0.95608 5.93541 -0.54721  0.41
H: -5.17012 5.45342 4.61882  0.36
H: 3.02019 6.19021 6.53676  0.38
H: 4.24357 -6.75829 0.28499  0.37
H: 3.77730 -5.50247 6.26929  0.43
H: 2.05646 6.74105 4.55119  0.45
H: -8.23356 4.11485 -9.49033  0.32
H: 11.09947 2.77889 0.70521  0.27
H: 4.81472 -6.50741 -3.37325  0.34
H: 6.96462 0.97779 6.44734  0.34
H: -2.67806 -1.21085 8.63444  0.36
H: 7.40948 5.52326 1.60504  0.36
H: 4.06351 -5.50679 4.65089  0.36
H: -0.20425 0.89579 1.45321  0.04
H: 3.85724 -3.48585 7.69582  0.65
H: -7.55702 2.61004 -7.83178  0.28
H: 2.08813 -1.80609 7.68710  0.55
H: -0.44299 3.76474 -4.10701  0.36
H: -0.72189 5.21828 4.30807  0.56
H: 1.74972 0.61500 -10.67961  0.40
H: -5.73268 -6.91201 -1.15304  0.35
H: -2.04978 0.32217 -6.49133  0.59
H: 9.18910 5.39046 1.93855  0.48
H: 12.00623 3.88531 -0.38604  0.40
H: -5.32844 2.47386 -9.93474  0.42
H: -4.39450 -1.33083 -6.57708  0.30
H: 0.43863 6.60409 5.28191  0.34
H: 11.34487 4.52423 1.19438  0.34
H: -3.80027 5.24793 3.47708  0.23
H: -0.29462 4.41022 6.12539  0.47
H: -3.37346 2.73171 -5.28646  0.48
H: -6.99025 2.15520 1.26247  0.37
H: -0.60699 1.32605 -4.76731  0.34
H: 6.50031 6.07575 -3.85542  0.35
H: 1.51927 -1.98173 -2.71070  0.43
H: 2.56076 -2.63269 -3.92883  0.40
H: -0.05851 -2.23622 3.86900  -1.14
H: 6.53652 3.78080 -0.03460  0.42
H: -3.44062 -2.20643 2.76831  0.16
H: -1.26049 6.39926 1.74988  0.43
H: -4.66010 -2.42393 -9.37450  0.37
H: -0.61199 -1.75798 6.11032  0.37
H: -0.60243 1.17008 -11.07418  0.41
H: -5.53101 0.01274 -8.30662  0.19
H: 5.32247 2.30614 7.71589  0.64
H: -5.98409 3.28964 5.58425  0.35
H: -6.45811 -3.91688 0.86207  0.42
H: 8.64988 6.31958 0.46930  0.40
H: -6.83713 -4.68111 -2.66667  0.34
H: -3.81095 2.37061 1.93499  0.48
H: 4.30409 0.10349 7.65678  0.27
H: 0.65928 3.04074 5.85598  0.17
H: -2.05258 3.69602 -3.37360  0.34
H: 4.51808 2.85197 6.44510  -0.41
H: -5.45915 -4.48454 -7.97078  0.43
H: 2.92681 -5.26712 -1.83785  0.28
H: 7.66094 1.53063 0.15570  0.34
H: 4.86812 -4.49811 -0.19966  0.39
H: 4.35313 -0.37732 5.01232  0.84
H: -7.60236 -7.18897 -2.27804  0.29
H: -2.99735 -1.57880 -7.67976  0.29
H: 0.17999 -3.06088 0.33585  0.39
H: 9.81664 3.38127 -1.19938  0.40
H: -0.31748 3.59575 3.63123  -0.43
H: 2.59201 -4.68230 5.28611  0.23
H: 0.53801 2.44580 1.85583  -0.07
H: -0.18909 -1.18804 7.82707  0.43
H: -8.66733 -8.27649 -4.73050  0.34
H: -3.76355 -0.30761 7.69317  0.44
H: -4.20653 3.45876 5.40745  0.32
H: 0.26404 2.15350 -9.85466  0.33
H: 7.64951 -6.09091 -1.24159  0.39

Cartesian forces, eV/Å:
0.41 -0.39 -0.28
2.05 0.30 0.47
-0.69 -2.56 -0.15
0.00 0.23 1.37
-0.66 0.43 -0.49
-0.80 -1.28 0.40
-1.24 -0.73 0.59
-1.41 -0.22 -1.00
-0.21 0.52 0.79
0.05 -0.76 -0.61
-1.25 -0.68 -0.90
-1.08 0.38 0.36
-1.82 -1.74 -0.33
0.56 -1.38 0.80
-0.06 1.22 0.58
-0.40 -0.08 -0.52
-0.38 -0.14 -1.45
1.98 -1.43 -1.38
-1.01 1.12 -0.80
1.03 -0.11 0.49
-0.84 1.15 1.42
-0.35 -0.33 -0.32
0.68 -1.51 0.30
0.68 0.97 -1.45
2.33 -0.86 0.65
1.20 0.11 1.57
2.16 -0.61 0.44
0.48 -1.32 0.45
1.48 0.50 -0.87
0.03 -0.93 -0.90
-1.62 1.10 -0.11
-0.24 -0.53 -3.02
-0.57 0.21 0.91
-2.46 0.59 2.01
-0.26 0.39 -0.08
1.02 1.82 0.12
0.66 0.13 -0.14
0.16 1.36 1.08
1.28 -0.28 -0.94
1.49 0.72 -1.24
0.78 -1.26 1.69
0.54 0.53 -0.67
0.89 -0.87 1.61
-0.61 -1.95 -1.90
-0.99 0.36 1.16
0.63 -0.92 -1.02
-1.49 -1.19 1.12
1.14 1.82 0.09
-0.14 -0.21 -0.52
0.15 0.19 -1.70
0.26 0.07 -1.41
0.25 0.39 1.12
1.02 -0.26 -0.53
-1.11 -0.16 -1.59
-0.75 -1.25 1.07
1.44 -0.61 2.19
1.71 0.90 0.88
-0.42 -1.47 1.77
-0.68 -0.99 0.04
0.14 0.31 -0.20
1.27 -1.82 0.43
0.30 -0.34 0.60
1.04 0.32 -1.18
-2.01 -0.11 -1.22
-2.06 -1.24 0.68
0.53 2.25 0.11
-2.55 0.42 -0.65
0.56 0.27 1.45
-1.82 1.23 -0.93
-2.10 1.56 -0.49
-0.44 0.03 -0.14
-1.28 1.08 0.21
0.74 0.96 1.47
-1.32 0.15 0.61
0.16 -0.30 -0.67
-1.31 -0.07 -0.31
-1.17 -0.36 -1.70
0.45 0.32 -1.54
0.56 -1.09 -0.96
0.96 1.46 -0.68
0.31 -0.61 -0.16
-0.37 -1.76 1.82
1.03 0.57 0.77
-0.52 0.02 0.84
1.93 1.17 -0.13
0.38 1.40 1.50
0.17 -0.41 0.08
-0.18 0.54 0.41
0.25 0.51 0.40
-0.48 0.49 0.14
-0.18 -0.16 0.95
-0.06 0.25 -0.54
0.10 0.14 0.90
0.29 -0.15 0.01
-0.44 -0.18 -1.56
0.03 -0.25 -0.22
-0.28 0.50 -0.43
-0.07 0.98 0.17
0.07 0.02 0.16
0.70 0.05 -0.15
0.33 -0.14 -0.92
0.79 0.21 0.35
-0.31 0.68 -0.28
0.39 -0.08 -0.04
-0.59 -1.07 0.09
-0.06 0.20 -0.13
0.71 -0.17 0.52
0.68 0.14 0.15
-0.02 -0.67 -0.31
-0.35 0.44 0.81
0.03 0.58 0.57
-0.56 0.03 -0.25
0.88 0.67 0.92
-0.18 0.77 -0.76
-0.40 0.39 -0.58
-0.23 -0.12 0.13
-0.06 0.54 0.71
-0.68 0.02 -0.25
0.12 0.13 -0.60
0.42 -1.20 0.27
-0.17 0.29 -0.01
0.98 -0.27 -0.70
0.67 0.21 0.25
-0.06 -0.21 0.37
0.34 -0.14 0.07
0.10 0.14 0.28
0.47 0.05 -0.03
-0.29 0.16 0.06
0.74 0.32 -0.16
0.58 0.66 0.01
1.17 -0.21 -0.89
-0.18 -0.67 -0.26
-0.21 -0.19 0.42
-0.40 -0.10 0.76
0.62 -0.18 -0.41
-0.81 0.54 0.29
-1.34 -0.52 -0.45
-0.15 0.09 0.36
1.55 0.25 0.77
0.06 -0.20 1.71
0.10 0.07 0.18
-0.23 -0.02 -0.73
0.30 -0.33 0.04
-0.32 -0.14 0.68
0.13 0.70 0.46
0.06 -0.57 -0.23
-0.15 -0.35 -0.10
0.04 -0.02 -0.34
-0.22 0.51 -0.48
0.06 -0.28 0.21
0.39 0.88 0.08
0.65 0.13 0.16
0.04 0.06 -0.29
0.12 0.12 -1.06
0.37 0.17 0.05
0.10 0.00 -0.66
0.28 0.17 0.19
-0.17 -0.46 0.35
0.08 0.31 0.01
0.55 0.55 -0.22
-0.83 -0.30 -0.14
-0.62 -0.28 0.78
0.17 0.45 -0.09
0.10 -0.01 0.33
-0.82 -0.97 0.52
0.03 -0.60 -0.77
-0.03 -0.50 0.19
0.25 0.19 0.71
0.56 -0.01 0.16
-0.42 0.94 -0.28
0.44 0.85 -0.23
0.15 -0.49 -0.28
0.39 -0.01 0.24
-0.09 0.05 0.14
-0.10 -0.85 0.92
0.07 -0.52 0.07
-0.47 0.60 0.03
0.03 0.35 -0.28
-0.04 0.17 0.31
-0.31 0.31 0.25
-0.15 1.13 -0.72
0.01 0.60 0.01
0.27 -0.28 -0.47
-1.11 -0.05 -0.33
-0.56 -0.01 -0.21
0.32 -0.25 -0.20
0.23 0.18 0.16
-0.52 1.09 -0.12
0.15 -0.53 -0.66
0.32 -0.13 0.29
0.23 -0.30 -0.87
0.09 -0.11 0.57
-0.36 0.50 0.07
0.21 0.05 1.17
-0.43 -0.70 0.30
0.58 -0.88 -0.54
0.23 0.90 -0.13
-0.32 -0.13 -0.07
-0.14 -0.44 0.18
0.09 0.06 -1.90
0.81 -0.01 -0.49
0.00 0.37 -0.64
0.11 0.37 0.36
0.19 -0.63 -0.29
0.06 -0.25 -0.13
0.77 -0.36 -0.27
0.11 0.51 -0.66
-0.65 0.18 -0.08
-0.16 -0.55 0.03
-0.92 -0.28 -0.65
0.10 -0.04 -0.09
-0.05 0.45 0.10
-0.65 0.06 0.86
0.08 0.00 0.35
0.22 0.25 0.17
-0.47 0.23 -0.37
0.01 -0.33 -0.49
0.80 0.21 -0.12
-0.09 0.24 0.66
0.79 0.10 0.80
0.29 0.24 -0.05
-0.15 0.25 0.35
-0.76 -0.64 0.41
0.30 0.68 0.37
0.40 -0.16 -0.74
-1.32 0.11 0.11
0.92 0.58 -0.32
-0.39 1.24 0.09
-0.31 0.06 0.52
-0.35 -0.17 0.66
-0.18 -0.47 0.38
-0.27 0.11 -0.50
-0.03 0.36 0.20
0.32 -0.38 1.07
0.00 -0.27 -0.75
0.23 0.02 -0.28
-0.28 -0.13 0.83
-0.42 -0.08 0.25
-0.08 -0.03 0.34
-0.16 0.30 -0.82
0.40 -0.63 0.34
0.17 0.04 0.14
-0.18 0.21 -0.99
-0.73 -0.78 -0.36
0.96 0.42 -0.03
-0.71 -0.02 -0.41
0.07 -0.47 0.33
0.44 0.29 -0.05
0.17 0.25 -0.39
-0.41 0.04 0.13
0.39 0.57 0.51
-0.57 -0.42 -0.66
0.59 0.39 0.21
0.76 -0.50 -0.09
0.22 0.13 -0.10
0.40 -0.69 -0.71
-0.41 0.06 -0.09
-0.50 0.30 -0.59
-0.78 -0.45 -0.15
-0.55 -0.06 -0.53
-1.17 -0.38 0.95

The value obtained for the largest force on an atom is 0.0627 hartree/bohr. Its charge is +6. The calculation puts the total energy at -113762.38325 eV. The calculation puts the LUMO energy at -9.3 eV. The HOMO-LUMO gap is 7.6 eV.